Record 1
49
Properties=species:S:1:pos:R:3:lowdin_charge:R:1 method="wB97M-V/def2-TZVPD" homo_energy_ev=-8.79 smiles="O=C(NCCn1cccn1)[C@H]1CCC(=O)N(CCc2cccc(F)c2)C1" homo_lumo_gap_ev=9.50 fmax_ev_per_a=0.75
F 6.12766 2.10982 1.73044 0.06
O 1.69246 1.45316 0.59958 0.07
O -1.12566 -2.34610 0.79164 0.06
N -4.57382 0.89570 0.91151 -0.16
N -2.86600 -1.25620 -0.13890 0.06
N -4.10860 1.19837 -0.30073 0.05
N 1.31378 -0.68546 -0.03893 -0.05
C -0.73403 -1.15671 -1.27901 -0.18
C -5.96361 2.38402 0.10526 -0.07
C -5.69278 1.58867 1.19508 -0.07
C 1.92867 -1.25433 1.13566 -0.13
C 0.51859 1.04633 -1.47070 -0.08
C 0.73102 -1.54865 -1.03426 -0.12
C 5.52104 1.30620 0.83000 -0.26
C 5.02716 0.75895 -1.42544 -0.07
C 1.24652 0.65344 -0.19971 -0.47
C -0.85255 0.36447 -1.51004 -0.13
C -1.57030 -1.63450 -0.08631 -0.45
C 3.34831 -1.76954 0.84021 -0.11
C -3.89575 -0.06690 1.73910 -0.10
C 4.31738 -0.34564 -0.98891 -0.06
C 5.63907 1.60139 -0.51529 -0.01
C 4.19882 -0.62820 0.36580 -0.23
C 4.81252 0.21227 1.28422 0.04
C -4.93776 2.09563 -0.80081 -0.14
C -3.73536 -1.40565 1.00186 -0.15
H -4.47506 -0.20359 2.65350 0.13
H -4.77155 2.49760 -1.78028 0.10
H 1.12122 0.75163 -2.33257 0.12
H -6.20560 1.47495 2.12874 0.12
H -1.09800 -1.70224 -2.15580 0.15
H 1.29331 -2.06150 1.50902 0.12
H 3.30178 -2.55057 0.07893 0.11
H 5.10361 0.96867 -2.48210 0.10
H 3.84953 -0.99944 -1.71116 0.11
H -1.32809 0.56821 -2.47075 0.12
H 6.19392 2.47061 -0.83023 0.11
H 4.73587 0.02890 2.34460 0.13
H 1.28986 -1.49153 -1.97641 0.12
H -1.47302 0.82154 -0.73715 0.10
H 1.98244 -0.45603 1.87966 0.13
H -3.14976 -0.51862 -0.77650 0.10
H -4.71288 -1.76633 0.66785 0.13
H -6.77528 3.06967 -0.02044 0.09
H -3.28034 -2.14130 1.66861 0.12
H 3.75772 -2.19836 1.75541 0.12
H -2.90099 0.31215 1.99894 0.14
H 0.76961 -2.57487 -0.66608 0.13
H 0.40494 2.12990 -1.48711 0.12


Record 2
55
Properties=species:S:1:pos:R:3:lowdin_charge:R:1 method="wB97M-V/def2-TZVPD" homo_energy_ev="-9.07 / -8.57" spin_multiplicity=2 s2=0.756 charge=+1 homo_lumo_gap_ev="6.22 / 5.78" fmax_ev_per_a=3.84
I 1.32637 1.51896 -5.02012 0.80
Se 1.41224 -2.05358 0.21326 0.75
V 0.19201 0.01765 0.08632 0.44
P -0.51537 3.06691 1.55069 1.20
O 0.35848 -0.25209 -2.02058 -0.14
N 1.44503 1.49026 0.32723 -0.06
N 2.27333 -1.13198 -2.82371 0.18
N -2.34747 3.16231 -0.63844 -0.11
N 4.49683 -4.66816 2.61988 0.05
N -1.21446 1.28304 -0.45211 -0.07
N 2.23150 3.45269 0.96160 -0.12
N -0.45234 0.28919 1.90075 -0.09
N -1.32887 1.33831 3.63570 -0.12
C 3.41266 -4.07740 0.57741 -0.13
C 2.76834 1.55562 0.00898 -0.07
C 4.30119 -4.83649 1.32067 -0.15
C -1.42663 0.00343 3.88161 -0.02
C -0.72984 1.48415 2.42520 -0.42
C -2.77187 2.33459 -1.63388 -0.02
C 1.05644 -0.61093 -2.97234 -0.66
C -2.82776 4.49882 -0.38461 -0.01
C -1.39837 2.49409 0.06189 -0.41
C 3.80818 -3.71973 3.23174 -0.16
C 0.57739 -0.40643 -4.38307 -0.51
C 2.28829 4.77707 1.53385 -0.02
C 1.13724 2.65237 0.90491 -0.42
C 2.89503 -2.89555 2.58975 -0.12
C -1.72854 2.40567 4.52144 -0.02
C 2.69086 -3.08448 1.23120 -0.60
C -2.06636 1.17160 -1.50710 -0.07
C 3.26376 2.76837 0.39831 -0.02
C -0.88389 -0.63694 2.80227 -0.09
H 1.62829 5.45623 0.99329 0.09
H 4.88015 -5.62310 0.85315 0.11
H 1.98711 4.75243 2.58159 0.09
H -0.76235 -1.69319 2.62861 0.11
H 3.30789 5.14876 1.47134 0.10
H 2.53430 -1.40483 -1.87762 0.02
H 2.81268 -1.46604 -3.60265 0.12
H 3.99266 -3.61627 4.29403 0.10
H 4.25008 3.18534 0.32027 0.13
H -0.88435 3.06702 4.71641 0.09
H 0.96049 -1.14944 -5.07568 0.05
H -2.00403 5.21157 -0.41621 0.10
H -2.54239 2.98821 4.08743 0.09
H -2.11920 0.27545 -2.09880 0.12
H 2.35425 -2.13346 3.13385 0.09
H -2.05820 1.97918 5.46524 0.10
H -1.87116 -0.37721 4.78250 0.13
H -3.55100 4.76482 -1.15142 0.10
H -3.31016 4.55646 0.59169 0.10
H -0.50533 -0.35284 -4.43388 0.05
H 3.27451 -4.26229 -0.47858 0.09
H -3.51930 2.63786 -2.34270 0.13
H 3.28125 0.73038 -0.45398 0.11


Record 3
49
Properties=species:S:1:pos:R:3:lowdin_charge:R:1 method="wB97M-V/def2-TZVPD" homo_energy_ev=-6.96 homo_lumo_gap_ev=6.83 fmax_ev_per_a=0.14
K -0.71362 -1.05078 -0.09576 0.93
O -5.21300 2.65560 -1.72208 -0.09
O -1.12071 -2.12038 -2.72506 0.00
O -0.64801 1.25282 -1.36251 -0.20
O 5.56586 -2.52172 1.42998 0.07
N 6.56314 -2.42456 -0.59848 -0.06
N 2.07642 -0.89619 -0.20418 0.01
C 7.48633 -1.31763 -2.63261 -0.07
C 4.44919 -1.23323 -0.18947 -0.12
C -1.09904 -0.92819 -3.01368 -0.46
C 7.27146 -4.74457 -0.06638 -0.07
C 3.53573 0.78276 -1.08304 -0.03
C -4.51355 0.63068 -2.64356 -0.03
C -4.16822 1.81270 -1.96691 -0.29
C -1.83296 1.14050 -1.85425 -0.45
C 3.14772 -1.62581 0.09397 -0.07
C 7.64484 -3.27011 -0.09479 -0.20
C -2.18582 -0.00926 -2.61839 -0.18
C -3.51772 -0.26857 -2.94793 -0.04
C 4.64128 0.00453 -0.78626 -0.01
C 5.56858 -2.11887 0.27648 -0.42
C -2.87095 2.07157 -1.57309 0.04
C 2.27217 0.29569 -0.78451 -0.14
C 0.08498 -0.37336 -3.77082 0.00
C 6.46827 -2.28421 -2.04742 -0.21
C -4.92876 3.87733 -1.07331 -0.09
H 6.60767 -3.27554 -2.48957 0.12
H 8.11307 -5.34419 0.28184 0.08
H 8.51440 -3.10164 -0.73144 0.11
H 0.29361 -1.03824 -4.60986 0.09
H -4.21671 4.47643 -1.64682 0.09
H 3.64103 1.75761 -1.53815 0.11
H -5.87438 4.40847 -1.00080 0.09
H 2.98040 -2.57556 0.58905 0.13
H -4.52838 3.71279 -0.06901 0.09
H 7.34350 -0.30613 -2.25285 0.06
H -2.60191 2.95457 -1.01157 0.10
H 7.39289 -1.28909 -3.71878 0.08
H 6.99501 -5.10622 -1.05860 0.07
H -0.08388 0.64383 -4.11355 0.09
H -5.54390 0.46414 -2.92297 0.11
H 1.38208 0.87054 -1.02568 0.08
H 8.50691 -1.61958 -2.39678 0.07
H -3.75721 -1.18180 -3.48077 0.12
H 5.64103 0.36077 -0.99846 0.11
H 0.95620 -0.38035 -3.11542 0.07
H 5.45706 -1.97767 -2.30654 0.11
H 6.43364 -4.90489 0.61020 0.07
H 7.89696 -2.92812 0.90716 0.12


Record 4
57
Properties=species:S:1:pos:R:3:lowdin_charge:R:1 method="wB97M-V/def2-TZVPD" homo_energy_ev="-4.27 / -1.27" charge=-1 homo_lumo_gap_ev="5.58 / 2.57" fmax_ev_per_a=0.83
K 0.86724 -0.22131 -0.00335 0.74
O 0.56225 2.80338 -3.72617 0.09
O 0.37201 -2.17759 1.53631 -0.58
O 4.20016 2.28555 2.25595 -0.04
O 2.78259 0.62713 1.67484 -0.08
O 0.21073 1.06488 -2.36385 0.09
N 0.04896 0.72445 2.49165 -0.10
N -1.53665 -0.78206 -1.13702 0.09
N 2.12918 1.99671 -0.62045 0.12
N -4.73648 -2.15822 -3.20907 0.09
N 0.97018 -2.29768 -1.47470 0.00
N -2.73127 1.14629 -0.67111 0.10
N -3.76406 -0.49339 -1.93092 0.11
N -2.54439 -2.43417 -2.54604 0.13
N -1.21345 0.70714 4.75087 0.03
C 3.38686 1.70354 1.51133 -0.66
C -1.37825 0.84149 2.31729 -0.20
C -1.44134 -1.94240 -1.87051 -0.27
C 3.07560 2.46033 0.20049 -0.15
C -2.11674 0.39343 3.59110 -0.09
C 1.86457 2.67169 -1.73723 -0.19
C 2.03714 -4.28210 -2.32472 -0.12
C 2.51541 3.84460 -2.10552 -0.01
C 3.77029 3.63494 -0.08655 0.00
C 0.80654 2.07709 -2.60301 -0.45
C 0.82535 -4.70554 -2.88342 -0.12
C 0.01605 -0.18644 4.76353 -0.08
C 0.45101 -0.40026 3.30941 -0.25
C -0.22914 -2.70631 -2.00371 -0.22
C -0.29518 -3.93255 -2.72699 -0.05
C -2.65767 -0.12075 -1.27136 -0.51
C 3.48895 4.32774 -1.24867 -0.06
C -3.61696 -1.69691 -2.51820 -0.51
C 2.02574 -3.07705 -1.63765 -0.19
H -1.82155 1.58837 -0.69543 0.07
H -0.28049 -1.11494 5.25380 0.13
H -0.11636 2.30232 -4.20297 0.13
H 4.02430 5.23878 -1.48936 0.10
H -3.06472 0.90718 3.74477 0.12
H -1.23955 -4.24440 -3.14294 0.08
H -5.59642 -1.79442 -2.83012 0.06
H -2.27327 -0.68370 3.60093 0.14
H 4.51986 3.97320 0.61370 0.11
H 0.75763 0.33137 5.37488 0.12
H 0.76620 -5.64105 -3.42978 0.09
H -3.43889 1.70358 -1.12831 0.07
H 2.27244 4.35783 -3.02359 0.11
H -1.72557 0.20575 1.50033 0.09
H -1.63368 1.87385 2.06882 0.12
H 2.93984 -2.71227 -1.17304 0.10
H 0.01467 -1.32645 2.86272 0.02
H -4.71634 -3.15828 -3.33109 0.07
H 0.58955 1.56776 2.61593 0.11
H 1.53034 -0.51749 3.24675 0.11
H -0.89145 1.66759 4.63379 0.17
H 2.94542 -4.86438 -2.40867 0.07
H -1.70717 0.64413 5.63629 0.17